#1
52
Properties=species:S:1:pos:R:3:lowdin_charge:R:1 method="wB97M-V/def2-TZVPD" homo_energy_ev=-10.2 gap_ev=10.50 smiles="C[C@H]1COC(=O)O1.C[C@H]1COC(=O)O1.C[C@H]1COC(=O)O1.C[C@H]1COC(=O)O1"
C 0.17 5.67 -8.92 -0.02
C 1.24 5.82 -9.98 -0.31
C 1.58 7.27 -10.31 -0.06
O 2.92 7.42 -9.83 0.05
C 3.40 6.26 -9.37 -0.57
O 4.46 6.09 -8.87 0.17
O 2.47 5.28 -9.50 0.08
H -0.64 6.38 -9.11 0.09
H 0.60 5.98 -7.97 0.08
H -0.22 4.66 -8.83 0.09
H 0.94 5.26 -10.87 0.15
H 0.97 8.05 -9.85 0.13
H 1.62 7.43 -11.39 0.14
C 7.78 7.58 -5.46 -0.02
C 9.29 7.72 -5.49 -0.29
C 9.90 7.50 -6.88 -0.10
O 10.16 8.80 -7.36 0.05
C 10.02 9.71 -6.36 -0.57
O 10.24 10.87 -6.47 0.17
O 9.62 9.10 -5.22 0.08
H 7.35 8.14 -6.29 0.07
H 7.33 7.88 -4.52 0.09
H 7.47 6.54 -5.56 0.10
H 9.73 7.11 -4.70 0.15
H 9.22 6.99 -7.55 0.13
H 10.83 6.94 -6.82 0.13
C 2.42 9.10 -3.23 -0.02
C 2.96 8.31 -4.40 -0.30
C 2.06 8.27 -5.65 -0.09
O 2.88 8.75 -6.70 0.07
C 4.14 8.99 -6.23 -0.54
O 5.05 9.33 -6.91 0.17
O 4.16 8.91 -4.89 0.09
H 2.58 10.18 -3.34 0.10
H 2.86 8.78 -2.29 0.08
H 1.34 8.94 -3.19 0.09
H 3.16 7.29 -4.06 0.15
H 1.21 8.95 -5.51 0.13
H 1.64 7.30 -5.90 0.12
C 7.80 10.31 -9.36 -0.01
C 7.09 8.99 -9.53 -0.28
C 5.65 9.11 -10.02 -0.12
O 5.60 8.41 -11.25 0.07
C 6.84 8.03 -11.62 -0.57
O 7.11 7.53 -12.66 0.15
O 7.73 8.28 -10.64 0.08
H 7.86 10.80 -10.33 0.10
H 8.77 10.18 -8.90 0.07
H 7.20 10.96 -8.70 0.09
H 7.21 8.33 -8.68 0.13
H 5.35 10.17 -10.09 0.14
H 4.94 8.72 -9.30 0.09

#2
52
Properties=species:S:1:pos:R:3:lowdin_charge:R:1 method="wB97M-V/def2-TZVPD" homo_energy_ev=-10.4 gap_ev=10.59 smiles="CC(=O)OC[C@@]1(CCCCO)COC(=O)O1.O=C1OCCO1.O=C1OCCO1"
C -4.83 3.95 -0.70 0.02
C -4.80 2.94 -1.83 -0.50
O -4.85 3.24 -2.97 0.16
O -4.85 1.62 -1.45 0.01
C -3.83 1.12 -0.58 -0.11
C -2.78 0.36 -1.38 -0.38
C -1.68 -0.13 -0.43 -0.11
C -0.49 0.82 -0.30 -0.16
C 0.56 0.78 -1.43 -0.16
C 0.62 -0.51 -2.21 -0.25
O 1.88 -0.56 -2.87 -0.06
C -3.42 -0.75 -2.24 -0.04
O -3.43 -0.21 -3.56 0.09
C -2.67 0.90 -3.62 -0.56
O -2.41 1.50 -4.60 0.18
O -2.24 1.24 -2.37 0.09
H -4.19 4.79 -0.96 0.09
H -5.85 4.31 -0.62 0.10
H -4.53 3.54 0.26 0.07
H -4.30 0.43 0.12 0.15
H -3.36 1.93 -0.02 0.13
H -1.37 -1.14 -0.71 0.08
H -2.13 -0.23 0.56 0.13
H -0.88 1.84 -0.22 0.11
H 0.00 0.62 0.66 0.11
H 1.56 0.91 -1.00 0.11
H 0.41 1.61 -2.12 0.12
H -0.19 -0.55 -2.96 0.13
H 0.52 -1.38 -1.56 0.10
H 1.92 -1.37 -3.38 0.09
H -2.82 -1.66 -2.23 0.14
H -4.44 -0.98 -1.95 0.14
C 2.30 -2.89 1.54 -0.09
C 2.58 -2.98 0.05 -0.10
O 1.34 -3.48 -0.47 0.05
C 0.36 -3.15 0.40 -0.59
O -0.81 -3.24 0.16 0.14
O 0.87 -2.69 1.55 0.07
H 2.79 -2.07 2.04 0.11
H 2.52 -3.82 2.07 0.14
H 2.78 -2.01 -0.40 0.13
H 3.38 -3.67 -0.21 0.13
C 5.65 0.58 4.85 -0.11
C 5.04 0.79 3.47 -0.11
O 4.63 -0.54 3.12 0.04
C 4.47 -1.25 4.27 -0.57
O 3.97 -2.33 4.31 0.16
O 4.94 -0.56 5.32 0.07
H 5.49 1.41 5.53 0.13
H 6.71 0.34 4.80 0.13
H 4.15 1.43 3.50 0.13
H 5.73 1.16 2.73 0.13

Most stable = #1

#1
26
Properties=species:S:1:pos:R:3:lowdin_charge:R:1 method="wB97M-V/def2-TZVPD" homo_energy_ev=-8.7 gap_ev=9.57 smiles=CCN(CC)CCO.O
C -1.91 0.08 1.74 -0.09
C -0.94 -0.87 0.97 -0.27
N -0.16 -0.22 -0.05 -0.23
C 0.94 -1.10 -0.60 -0.23
C 2.05 -1.77 0.28 -0.06
C -0.91 0.52 -1.05 -0.17
C 0.02 1.53 -1.78 -0.31
O -0.29 1.81 -3.08 -0.07
H -2.94 -0.14 1.54 0.05
H -1.80 -0.34 2.90 0.14
H -1.62 1.10 1.66 0.04
H -0.25 -1.39 1.48 0.05
H -1.72 -1.66 0.55 0.15
H 1.40 -0.61 -1.40 0.06
H 0.39 -1.94 -1.29 0.16
H 2.91 -1.65 -0.32 0.05
H 1.82 -2.77 0.68 0.08
H 2.15 -1.00 1.11 0.08
H -1.37 -0.22 -1.72 0.12
H -1.68 1.24 -0.55 0.14
H 0.99 1.04 -1.64 0.08
H 0.26 2.60 -1.30 0.16
H -1.21 1.50 -3.34 0.13
H 2.01 1.06 1.85 0.07
H 0.57 1.42 1.46 -0.05
O 1.30 1.79 1.91 -0.07

#2
26
Properties=species:S:1:pos:R:3:lowdin_charge:R:1 method="wB97M-V/def2-TZVPD" homo_energy_ev=-9.1 gap_ev=9.53 smiles=CCCC[C@H](N)CO.O
C -0.28 1.35 0.49 -0.23
O -1.16 2.41 0.12 -0.12
C 0.50 1.15 -0.87 -0.32
C 1.82 0.41 -0.70 -0.14
C 1.60 -0.79 0.43 -0.23
C 0.76 -1.87 -0.06 -0.32
C 0.04 -2.69 1.07 -0.12
N 0.81 2.56 -1.43 0.04
H -0.89 0.43 0.53 0.10
H 0.25 1.54 1.41 0.12
H -1.44 2.97 0.91 0.13
H -0.17 0.43 -1.56 0.17
H 2.63 0.98 -0.26 0.10
H 2.21 -0.04 -1.61 0.10
H 2.56 -1.01 0.88 0.11
H 1.02 -0.32 1.26 0.08
H -0.09 -1.52 -0.69 0.10
H 1.33 -2.60 -0.71 0.13
H -0.38 -3.62 0.61 0.07
H -0.81 -2.11 1.62 0.09
H 0.77 -3.00 1.87 0.07
H 0.49 3.24 -0.86 -0.01
H 0.30 2.79 -2.33 0.09
H -3.36 -0.15 -0.42 -0.06
H -4.34 -0.10 0.57 0.02
O -4.18 -0.45 -0.28 0.03

Most stable = #2

#1
20
Properties=species:S:1:pos:R:3:lowdin_charge:R:1 method="wB97M-V/def2-TZVPD" homo_energy_ev=-12.3 gap_ev=4.23 total_charge=+1
Pb -1.69 2.46 1.72 1.70
F -0.38 0.72 0.66 -0.60
C 4.32 0.94 2.16 -0.07
C 2.82 0.81 2.14 -0.37
O 2.35 0.50 0.86 -0.08
H 4.58 1.63 1.36 0.08
H 4.90 0.02 2.19 0.08
H 4.68 1.52 3.02 0.07
H 2.31 1.68 2.57 0.09
H 2.42 0.04 2.81 0.11
H 1.39 0.42 0.84 0.01
C -3.59 -1.36 -3.16 -0.07
C -3.02 -1.30 -1.75 -0.31
O -2.03 -0.26 -1.69 -0.13
H -4.24 -2.23 -3.13 0.08
H -2.74 -1.51 -3.83 0.08
H -4.25 -0.55 -3.47 0.08
H -2.56 -2.20 -1.33 0.12
H -3.77 -0.90 -1.05 0.10
H -1.49 -0.44 -0.92 0.03

#2
20
Properties=species:S:1:pos:R:3:lowdin_charge:R:1 method="wB97M-V/def2-TZVPD" homo_energy_ev=-11.9 gap_ev=3.71 total_charge=+1
Pb -1.25 -3.32 2.37 1.66
F -0.22 -0.96 1.84 -0.60
C -1.24 2.69 2.20 -0.10
C -1.30 2.43 0.75 -0.37
O -0.27 1.62 0.29 -0.08
H -2.11 3.22 2.58 0.08
H -0.38 3.33 2.43 0.08
H -1.06 1.72 2.65 0.06
H -1.23 3.36 0.18 0.12
H -2.24 1.92 0.52 0.11
H -0.43 0.71 0.55 0.03
C 0.51 -1.25 -1.77 -0.10
C 1.58 -2.28 -2.08 -0.31
O 2.62 -2.15 -1.08 -0.08
H -0.01 -1.52 -0.85 0.03
H -0.24 -1.17 -2.56 0.08
H 1.01 -0.30 -1.60 0.09
H 1.93 -1.96 -3.06 0.11
H 1.10 -3.26 -2.06 0.10
H 3.24 -2.84 -1.32 0.07

Most stable = #1

#1
16
Properties=species:S:1:pos:R:3:lowdin_charge:R:1 method="wB97M-V/def2-TZVPD" homo_energy_ev=-14.4 gap_ev=11.29 total_charge=+1
C 2.72 -1.24 -0.55 0.05
C -1.91 -0.75 0.54 -0.27
C -0.14 0.84 0.21 -0.41
N 2.11 -0.34 -0.87 0.09
N -1.84 -1.28 -0.62 0.10
N -1.08 0.21 0.98 0.10
N -0.06 0.58 -1.10 0.15
N 0.75 1.72 0.69 0.19
H 3.26 -2.06 -0.35 0.04
H -2.47 -0.90 1.46 0.14
H -2.58 -2.04 -0.83 0.13
H -0.90 0.48 2.00 0.20
H -0.54 -0.21 -1.49 0.07
H 0.65 0.90 -1.76 0.12
H 0.64 2.02 1.70 0.16
H 1.39 2.07 -0.02 0.13

#2
16
Properties=species:S:1:pos:R:3:lowdin_charge:R:1 method="wB97M-V/def2-TZVPD" homo_energy_ev=-12.8 gap_ev=7.64 total_charge=+1
C 0.98 1.26 0.38 -0.06
C -1.23 1.10 -0.09 -0.20
C 1.40 -0.11 0.23 -0.32
N -0.18 1.84 0.27 0.14
N -1.53 -0.14 0.27 -0.05
N 2.56 -0.23 -0.44 0.21
N -2.73 -0.66 -0.12 0.06
N 0.60 -1.13 0.49 0.23
H 1.75 1.99 0.54 0.12
H -1.98 1.58 -0.69 0.13
H 3.06 -1.09 -0.24 0.15
H 2.89 0.63 -0.80 0.12
H -2.92 -1.67 0.07 0.13
H -3.20 -0.29 -0.93 0.10
H -0.30 -1.03 0.92 0.07
H 0.85 -2.07 0.13 0.17

Most stable = #1

#1
9
Properties=species:S:1:pos:R:3:lowdin_charge:R:1 method="wB97M-V/def2-TZVPD" homo_energy_ev=-3.9 gap_ev=7.25 smiles="[O-]C1=NC(=S)CS1" total_charge=-1
C -1.57 0.15 0.19 -1.03
C -1.90 -0.10 -2.07 -0.80
C -0.09 -0.05 -0.16 -0.55
N -2.47 0.03 -0.76 0.01
O -2.47 -0.17 -3.11 -0.02
S -1.92 0.56 1.78 0.40
S -0.10 -0.26 -1.94 0.84
H 0.43 0.85 0.10 0.05
H 0.12 -1.02 0.45 0.10

#2
9
Properties=species:S:1:pos:R:3:lowdin_charge:R:1 method="wB97M-V/def2-TZVPD" homo_energy_ev="-3.3 / -3.2" gap_ev="6.44 / 6.33" total_charge=-1
C -0.04 -1.71 0.52 -0.30
C -0.31 0.94 0.48 -0.37
C 1.74 0.00 0.30 -0.88
N 0.99 0.99 0.48 -0.09
O -2.41 -0.62 0.45 -0.59
S 3.22 -0.45 0.04 0.56
S -1.05 -0.55 -0.11 0.63
H 0.98 -1.89 -0.04 -0.06
H -1.07 1.87 0.47 0.11

Most stable = #1

#1
15
Properties=species:S:1:pos:R:3:lowdin_charge:R:1 method="wB97M-V/def2-TZVPD" homo_energy_ev=-9.0 gap_ev=9.67 smiles=N#C[C@H]1[C@@H]2CS[C@H]1C2
C -2.06 -0.65 -0.50 -0.12
C -0.54 -0.46 -0.64 -0.39
C 0.07 0.85 -0.28 -0.27
C 1.58 0.63 -0.60 -0.41
C 0.16 -1.05 0.53 -0.51
C -0.19 0.39 1.22 -0.05
H -0.19 -0.85 -1.53 0.09
H -0.51 1.68 -0.59 0.13
H 1.75 0.72 -1.68 0.08
H 2.12 1.42 -0.02 0.10
H -0.16 -2.06 1.03 0.15
H 0.55 0.73 1.86 0.07
H -1.19 0.28 1.59 0.10
N -3.21 -0.54 -0.25 0.14
S 1.83 -1.08 -0.14 0.90

#2
15
Properties=species:S:1:pos:R:3:lowdin_charge:R:1 method="wB97M-V/def2-TZVPD" homo_energy_ev=-8.0 gap_ev=8.95
C 0.41 -1.05 2.15 -0.17
C 0.83 -0.61 0.92 -0.85
C -0.10 0.82 -0.55 -0.39
C -0.86 1.08 -1.58 -0.12
C -1.33 -1.01 -0.78 -0.06
C -0.23 -0.55 -0.14 -0.27
H -0.36 -0.52 2.69 0.08
H 1.14 -1.54 2.98 0.13
H 0.03 -2.14 1.87 0.12
H 1.56 -1.38 0.57 0.13
H -0.72 1.96 -2.32 0.15
H -2.26 -0.33 -2.50 0.14
H -1.79 -1.95 -0.71 0.10
N -1.65 -0.09 -1.75 0.01
S 1.35 0.90 0.59 1.00

Most stable = #1

#1
15
Properties=species:S:1:pos:R:3:lowdin_charge:R:1 method="wB97M-V/def2-TZVPD" homo_energy_ev=-8.1 gap_ev=8.67 smiles=Sc1[nH]cc2c1CC2
C 1.41 -0.07 -0.10 -0.67
C -0.03 1.69 -0.06 -0.04
C -0.73 0.50 -0.06 -0.23
C -1.97 -0.36 -0.16 -0.11
C -1.01 -1.61 -0.03 -0.08
C 0.13 -0.60 -0.05 -0.18
H 3.53 -0.17 1.19 -0.04
H 1.99 2.00 0.09 0.12
H -0.22 2.76 -0.27 0.12
H -2.50 -0.16 -1.09 0.09
H -2.81 -0.09 0.63 0.14
H -1.06 -2.46 -0.74 0.11
H -1.11 -2.04 0.96 0.10
N 1.32 1.30 -0.12 -0.02
S 3.06 -0.69 -0.19 0.69

#2
15
Properties=species:S:1:pos:R:3:lowdin_charge:R:1 method="wB97M-V/def2-TZVPD" homo_energy_ev=-8.5 gap_ev=8.45 smiles="C#CCN(C=C)C=S"
C 0.30 -1.19 -1.92 0.00
C -0.80 -0.80 -1.05 -0.16
C 0.88 0.04 0.79 -0.24
C 1.41 1.24 0.23 -0.09
C 1.36 2.64 0.25 0.16
C -1.58 -0.18 1.18 -0.64
H 1.38 -1.18 -1.36 0.06
H 0.26 -1.76 -3.01 0.10
H -1.90 -0.88 -1.21 0.03
H 1.52 -0.88 0.55 0.11
H 0.75 0.10 2.01 0.18
H 1.62 3.69 0.16 0.01
H -1.51 -0.02 2.30 0.07
N -0.54 -0.24 0.25 -0.19
S -3.16 -0.57 0.83 0.60

#3
15
Properties=species:S:1:pos:R:3:lowdin_charge:R:1 method="wB97M-V/def2-TZVPD" homo_energy_ev="-7.4 / -7.4" gap_ev="7.28 / 7.28" smiles="C=C=C=C(C)N1CS1"
C 0.99 1.13 -1.08 -0.12
C 0.21 0.48 -0.33 0.01
C -0.52 -0.25 0.55 -0.37
C 1.76 1.75 -1.97 -0.01
C 0.80 -2.40 1.25 -0.47
C -1.82 0.33 0.83 -0.06
N -0.12 -1.30 1.30 -0.32
S -0.77 -2.88 1.84 0.86
H 2.60 1.49 -2.55 0.03
H 1.30 2.68 -2.26 0.04
H 1.15 -2.70 0.17 0.13
H 1.53 -2.45 1.93 0.02
H -1.68 1.37 1.04 0.08
H -2.41 -0.16 1.65 0.10
H -2.53 0.45 0.07 0.07

Most stable = #1

#1
18
Properties=species:S:1:pos:R:3:lowdin_charge:R:1 method="wB97M-V/def2-TZVPD" homo_energy_ev=-9.4 gap_ev=10.21 smiles=CC1(C)C(F)(F)[C@]1(C)F
C -0.14 -0.47 0.27 -0.39
C 0.52 0.89 0.23 -0.37
C 1.35 -0.36 -0.28 -0.40
C -0.32 -1.15 1.52 -0.07
C -1.23 -0.77 -0.81 -0.01
C 0.13 1.95 -0.79 0.00
F 1.00 1.49 1.35 0.06
F 2.45 -0.72 0.38 0.13
F 1.55 -0.43 -1.58 0.13
H 0.56 -1.33 2.22 0.11
H -0.58 -2.23 1.27 0.10
H -1.15 -0.76 2.23 0.12
H -1.36 -1.91 -0.66 0.10
H -0.67 -0.65 -1.81 0.10
H -2.17 -0.22 -0.58 0.10
H 1.15 2.51 -0.94 0.14
H -0.64 2.56 -0.34 0.07
H -0.43 1.60 -1.68 0.08

#2
18
Properties=species:S:1:pos:R:3:lowdin_charge:R:1 method="wB97M-V/def2-TZVPD" homo_energy_ev=-8.4 gap_ev=9.25
C -0.50 0.61 0.39 -0.24
C 1.02 -0.30 1.25 -0.23
C -0.32 0.11 1.80 -0.50
C -0.14 2.02 0.06 -0.04
C -1.26 -0.21 -0.60 -0.05
C 1.40 -1.66 0.79 0.00
F 2.03 0.58 1.43 0.06
F -0.32 1.02 2.80 0.11
F -1.12 -0.91 2.19 0.10
H 0.58 2.05 -0.76 0.09
H 0.28 2.53 0.92 0.08
H -1.03 2.56 -0.26 0.09
H -2.21 0.27 -0.80 0.09
H -1.46 -1.21 -0.22 0.07
H -0.71 -0.28 -1.54 0.09
H 0.58 -2.13 0.24 0.08
H 1.66 -2.30 1.63 0.09
H 2.27 -1.59 0.13 0.09

Most stable = #2

#1
61
Properties=species:S:1:pos:R:3:lowdin_charge:R:1 method="wB97M-V/def2-TZVPD" homo_energy_ev=-8.3 gap_ev=5.97
W 1.94 -1.54 -1.59 0.59
S 2.28 -3.92 -2.01 0.66
C 2.63 -4.00 -3.71 -0.69
C 2.91 -5.33 -4.12 -0.28
N 3.26 -6.38 -4.38 0.19
C 2.62 -2.93 -4.53 -0.66
S 1.99 -1.39 -4.01 0.54
C 2.88 -3.02 -5.94 -0.26
N 2.84 -3.00 -7.08 0.18
O -1.57 -0.02 1.45 0.04
C -2.43 -0.94 0.87 -0.26
C -3.80 -0.88 1.18 -0.01
C -4.78 -1.77 0.67 -0.07
C -4.26 -2.79 -0.09 -0.13
C -2.92 -2.91 -0.49 0.01
C -2.05 -1.90 0.02 -0.10
C -0.57 -2.02 -0.28 -0.45
O -0.06 -1.75 -1.43 -0.28
N 0.11 -2.41 0.75 0.04
N 1.49 -2.48 0.38 -0.31
C 2.20 -3.14 1.25 -0.86
S 3.91 -3.41 1.33 0.89
C 3.76 -4.77 2.56 -0.49
C 2.66 -4.41 3.59 -0.47
S 1.19 -3.92 2.57 0.95
H -2.05 0.76 1.59 -0.02
H -4.22 -0.19 1.93 0.12
H -5.82 -1.72 1.03 0.11
H -4.95 -3.55 -0.53 0.11
H -2.59 -3.76 -1.16 0.14
H 4.75 -4.80 2.94 0.05
H 3.70 -5.71 2.06 0.07
H 3.03 -3.56 4.23 0.10
H 2.31 -5.31 4.08 0.06
S 1.50 0.73 -2.25 -0.03
Sb 4.44 0.85 -2.49 0.49
S 1.60 0.46 -0.25 0.11
S 4.18 -1.41 -1.28 -0.07
S 4.75 2.50 -1.10 -0.18
C -0.03 5.10 -1.34 -0.07
C -0.88 5.30 -0.04 -0.23
N -1.13 4.12 0.73 -0.10
C -0.08 3.77 1.68 -0.19
C -0.22 4.66 2.94 -0.06
C -2.35 3.51 0.78 -0.39
C -3.37 4.02 -0.25 -0.01
N -2.64 2.50 1.57 0.10
H 0.48 6.02 -1.75 0.08
H -0.61 4.69 -2.21 0.07
H 0.88 4.48 -1.07 0.07
H -1.79 5.78 -0.33 0.09
H -0.27 5.96 0.53 0.10
H 0.89 3.90 1.20 0.12
H -0.17 2.77 1.94 0.08
H -0.23 5.74 2.79 0.07
H 0.45 4.38 3.75 0.07
H -1.15 4.31 3.33 0.06
H -3.80 4.92 0.21 0.09
H -4.16 3.29 -0.35 0.07
H -3.08 4.23 -1.28 0.08
H -3.64 2.34 1.44 0.05

#2
61
Properties=species:S:1:pos:R:3:lowdin_charge:R:1 method="wB97M-V/def2-TZVPD" homo_energy_ev=-8.1 gap_ev=5.69
W -0.93 0.88 0.12 0.91
S 0.38 -1.17 0.70 0.85
C -0.57 -2.09 1.76 -0.67
C 0.13 -3.21 2.32 -0.27
N 0.68 -4.13 2.72 0.19
C -1.88 -1.72 2.02 -0.67
S -2.54 -0.27 1.42 0.61
C -2.80 -2.34 2.90 -0.28
N -3.65 -2.57 3.63 0.19
O -0.02 -2.57 -4.07 0.08
C 1.14 -1.98 -3.94 -0.28
C 2.20 -2.49 -4.71 -0.02
C 3.50 -2.08 -4.55 -0.06
C 3.79 -1.08 -3.57 -0.06
C 2.73 -0.49 -2.86 -0.01
C 1.41 -0.89 -3.08 -0.08
C 0.31 -0.32 -2.31 -0.44
O 0.60 0.47 -1.29 -0.45
N -0.92 -0.67 -2.52 -0.03
N -1.82 -0.08 -1.63 -0.26
C -3.01 -0.13 -2.14 -0.80
S -4.53 0.42 -1.40 0.90
C -5.63 -0.52 -2.49 -0.49
C -4.92 -0.59 -3.86 -0.50
S -3.21 -1.09 -3.62 1.00
H -0.70 -2.01 -3.63 0.04
H 1.88 -3.27 -5.43 0.13
H 4.21 -2.51 -5.19 0.09
H 4.76 -0.67 -3.44 0.08
H 2.89 0.38 -2.27 0.10
H -6.54 0.08 -2.52 0.08
H -5.86 -1.54 -2.10 0.10
H -4.83 0.33 -4.37 0.06
H -5.44 -1.35 -4.41 0.07
S -3.95 4.49 -1.89 -0.18
Sb -2.23 4.37 -0.43 -0.03
S -2.60 2.29 0.84 0.02
S -0.52 2.83 -1.41 0.11
S -1.02 5.78 0.85 -0.19
C 3.01 -1.16 3.35 -0.06
C 2.85 0.33 3.57 -0.21
N 1.67 0.88 2.96 -0.04
C 0.40 0.73 3.77 -0.18
C 0.12 1.96 4.53 -0.06
C 1.63 1.56 1.86 -0.37
C 2.93 2.09 1.23 0.04
N 0.46 1.82 1.24 -0.16
H 3.76 -1.57 4.03 0.09
H 3.33 -1.34 2.30 0.09
H 2.09 -1.69 3.44 0.03
H 3.74 0.81 3.17 0.11
H 2.87 0.57 4.64 0.14
H 0.57 -0.03 4.46 0.11
H -0.40 0.38 3.11 0.07
H 0.93 2.30 5.24 0.11
H -0.66 1.69 5.23 0.09
H -0.09 2.86 3.93 0.09
H 3.40 2.92 1.77 0.10
H 2.63 2.48 0.21 0.11
H 3.68 1.29 1.12 0.09
H 0.55 2.68 0.70 -0.02

Most stable = #2